1.
{
  "formula": "C12H15OP",
  "method": "ωB97M-V/def2-TZVPD",
  "spin_multiplicity": 1,
  "energy_ev": -24018.649,
  "largest_force_ev_per_a": 3.9,
  "charge": 0,
  "e_above_lowest_kj_mol": 491.0,
  "orbital_gap_ev": [6.8, 8.3],
  "elements": ["C", "C", "C", "C", "C", "C", "C", "C", "C", "C", "C", "C", "O", "P", "H", "H", "H", "H", "H", "H", "H", "H", "H", "H", "H", "H", "H", "H", "H"],
  "positions_angstrom": [[3.99795, -0.84354, -0.80336], [3.57984, 0.39858, -1.16931], [3.09398, -1.92112, -0.80601], [2.28447, 0.64561, -1.47970], [1.79488, -1.69166, -1.07242], [1.37949, -0.41922, -1.36283], [-0.79260, -0.05933, 1.60922], [-1.01978, 1.31903, -0.56985], [-1.69150, 0.77417, 0.59071], [-1.88620, -0.72601, 0.90749], [-2.52874, 1.82333, 1.32840], [-3.02691, -1.41637, 1.50773], [-0.15458, 0.77636, -3.23314], [-0.30519, 0.06682, -1.89224], [5.05807, -1.21776, -0.53595], [4.17987, 1.19618, -1.12356], [3.60840, -2.96406, -0.68425], [1.93186, 1.56851, -1.69049], [1.07977, -2.54351, -1.16789], [0.24520, -0.12635, 1.18002], [-0.72000, -0.16153, 2.73023], [-1.57023, 1.96861, -1.26283], [-0.18936, 1.95060, -0.34787], [-3.33108, 1.32760, 1.86417], [-2.98511, 2.55062, 0.67752], [-2.01147, 2.38101, 2.05540], [-3.90924, -0.74926, 1.44027], [-2.91586, -1.71391, 2.53904], [-3.19593, -2.19340, 0.77151]],
  "atomic_forces_ev_per_a": [[1.595, -3.098, 0.601], [-0.582, -1.225, 0.416], [3.530, -1.524, 0.325], [-0.676, -3.608, 1.152], [-2.225, -1.701, -0.522], [-0.785, 1.501, -0.739], [1.675, -0.959, -0.800], [1.337, -0.773, -3.225], [-0.638, -0.758, 3.576], [1.337, 2.322, -0.307], [-1.278, -1.161, -0.795], [-0.963, 1.019, -1.115], [-0.419, -0.570, 1.251], [-0.214, 0.982, -0.081], [-1.589, 1.563, -0.548], [2.664, 2.786, -0.041], [-1.603, 1.899, -0.029], [-0.837, 2.865, -0.850], [0.531, 0.822, 0.320], [-0.931, -0.187, 0.362], [-0.616, 0.890, -1.101], [-0.746, -0.342, 0.388], [0.962, 0.368, 0.567], [-0.308, -0.052, 0.153], [-0.259, 0.128, -0.518], [1.153, 0.549, 0.837], [0.185, -0.373, 0.093], [0.256, -0.501, 0.115], [-0.557, -0.862, 0.515]]
}

=====

2.
{
  "formula": "C18H54ClHfN9O3P3",
  "method": "ωB97M-V/def2-TZVPD",
  "spin_multiplicity": 1,
  "energy_ev": -80752.995,
  "largest_force_ev_per_a": 4.6,
  "charge": 3,
  "e_above_lowest_kj_mol": 1542.2,
  "orbital_gap_ev": 1.1,
  "elements": ["Hf", "Cl", "O", "P", "N", "C", "C", "N", "C", "C", "N", "C", "C", "H", "H", "H", "H", "H", "H", "H", "H", "H", "H", "H", "H", "H", "H", "H", "H", "H", "H", "O", "P", "N", "C", "C", "N", "C", "C", "N", "C", "C", "H", "H", "H", "H", "H", "H", "H", "H", "H", "H", "H", "H", "H", "H", "H", "H", "H", "H", "O", "P", "N", "C", "C", "N", "C", "C", "N", "C", "C", "H", "H", "H", "H", "H", "H", "H", "H", "H", "H", "H", "H", "H", "H", "H", "H", "H", "H"],
  "positions_angstrom": [[-2.05721, 0.75721, 1.23854], [1.09840, -2.12516, 0.28177], [2.60220, 3.38897, 1.81292], [3.88832, 3.99932, 2.23904], [3.64554, 5.67077, 2.68331], [3.55764, 6.64272, 1.59754], [2.85800, 6.05005, 3.88962], [5.16691, 4.04515, 1.07485], [6.50996, 4.75082, 1.24015], [4.82370, 3.77668, -0.31601], [4.76680, 3.31420, 3.61315], [5.58210, 4.13866, 4.62966], [5.14176, 1.88747, 3.46845], [3.54749, 7.69455, 1.88327], [2.71796, 6.44374, 0.93164], [4.40391, 6.48071, 0.92993], [3.03900, 5.28949, 4.64915], [1.78498, 6.13661, 3.71859], [3.13278, 6.97545, 4.39582], [7.29323, 4.13598, 0.79679], [6.52033, 5.71699, 0.73568], [6.77001, 4.70493, 2.29768], [5.04605, 4.50298, -1.09776], [5.38970, 2.89433, -0.61467], [3.77724, 3.47897, -0.24967], [5.03004, 4.25259, 5.56260], [6.55148, 3.69509, 4.85691], [5.86358, 5.14696, 4.32603], [5.93411, 1.92282, 2.72076], [4.36303, 1.31549, 2.96395], [5.23390, 1.36236, 4.41917], [-0.96487, 1.60150, -3.70660], [-0.72473, 1.76883, -5.19418], [0.01335, 0.27926, -5.71549], [1.43227, 0.12506, -5.58543], [-0.81942, -0.93808, -5.70162], [0.27813, 3.01799, -5.72588], [0.40037, 4.24928, -4.95711], [0.82022, 3.20333, -7.08977], [-2.05169, 1.96655, -6.23851], [-3.15262, 2.90272, -5.83809], [-2.09422, 1.80423, -7.71121], [1.59716, -0.17007, -4.54919], [2.15180, 0.92176, -5.77417], [1.77183, -0.68756, -6.22765], [-1.63441, -0.63009, -6.35662], [-1.28687, -1.10018, -4.73038], [-0.29623, -1.84736, -5.99757], [0.45995, 4.06201, -3.88497], [1.38493, 4.66923, -5.16293], [-0.35247, 4.99597, -5.20973], [1.86277, 3.50875, -7.00089], [0.81490, 2.32397, -7.73382], [0.23499, 3.92574, -7.65875], [-3.80581, 3.33145, -6.59813], [-3.95761, 2.47820, -5.23818], [-2.80199, 3.74090, -5.23593], [-2.60044, 2.57944, -8.28643], [-2.69517, 0.92571, -7.94603], [-1.11022, 1.63100, -8.14692], [-3.62725, -3.96387, 2.91208], [-3.90602, -5.32518, 3.38693], [-3.88963, -6.55795, 2.15734], [-3.15117, -6.37329, 0.91191], [-4.17193, -7.96039, 2.45812], [-5.53204, -5.56471, 3.99688], [-5.87833, -5.48334, 5.44517], [-6.60434, -5.75226, 3.11259], [-2.81441, -6.05344, 4.52248], [-1.42052, -5.63344, 4.63006], [-3.10682, -7.29160, 5.20733], [-3.62086, -5.59629, 0.30877], [-3.23466, -7.22075, 0.23151], [-2.11869, -6.21387, 1.22282], [-3.42345, -8.39972, 3.11755], [-4.16568, -8.56211, 1.54927], [-5.14519, -8.03176, 2.94370], [-5.02307, -5.00083, 5.91826], [-6.72763, -4.82361, 5.62282], [-5.95964, -6.46926, 5.90282], [-6.28586, -5.67406, 2.07309], [-7.03701, -6.72080, 3.36324], [-7.35149, -4.98640, 3.32076], [-0.82164, -6.40307, 4.14311], [-1.12728, -4.73576, 4.08575], [-1.10478, -5.54543, 5.66961], [-4.02159, -7.77018, 4.85768], [-3.29199, -6.95533, 6.22750], [-2.29431, -8.01799, 5.22400]],
  "atomic_forces_ev_per_a": [[1.079, -0.936, -0.351], [-1.060, 0.944, 0.320], [1.358, -0.292, 0.104], [2.034, 1.962, 1.457], [-0.279, -0.132, 0.654], [0.567, -0.795, -1.058], [0.592, -1.015, 0.300], [-0.128, 1.431, 0.105], [-1.132, -1.808, 0.586], [-0.331, -1.609, 0.599], [-0.731, 1.526, -0.064], [-0.601, -0.352, -0.714], [-0.831, 0.783, -0.948], [-0.011, -0.287, 0.505], [-0.580, 0.114, 0.184], [0.225, 0.280, 0.109], [-0.300, -0.174, -0.044], [-0.108, -0.273, -0.384], [0.583, 0.260, -0.656], [-0.216, -0.166, -0.433], [-0.132, 0.149, 0.445], [-0.152, 0.835, -0.062], [-0.160, 0.717, 0.527], [0.044, -0.230, -0.196], [-0.063, 0.139, -0.841], [-0.105, -0.283, 0.004], [-0.230, -0.660, -0.178], [-0.561, -0.043, -0.569], [0.836, -0.867, 0.714], [-0.446, 0.346, -0.099], [0.832, 0.434, -0.034], [-0.129, 1.462, -2.417], [0.694, -1.853, 0.026], [-0.657, 2.059, -0.726], [0.818, -1.054, 0.857], [-0.370, 1.427, -0.022], [0.206, -0.345, 0.371], [0.836, -0.141, 0.588], [-0.428, -0.641, -0.149], [-1.932, 1.156, -0.262], [-0.349, 0.075, 1.263], [0.579, -1.388, -0.162], [0.540, -0.328, 0.234], [-0.894, 0.653, -0.240], [-0.126, -0.194, 0.020], [-0.280, -0.874, -0.285], [0.204, -0.033, 0.303], [0.075, 0.401, -0.294], [-0.618, -0.168, -0.011], [-0.033, 0.187, -0.313], [-0.135, -0.019, 0.037], [-0.080, 0.221, -0.009], [-0.032, -0.368, 0.561], [0.095, 0.445, 0.225], [1.024, -0.160, -0.923], [0.460, -0.866, 0.505], [0.341, 0.056, -0.014], [0.276, 0.559, 0.662], [-0.009, -0.301, 0.048], [-0.101, 0.023, 0.159], [0.858, -0.577, -0.032], [-3.061, -1.879, 1.139], [0.048, -0.174, -0.277], [-0.364, 0.227, 0.124], [-0.469, 0.288, 0.061], [4.342, 0.456, 1.349], [1.575, 0.363, -0.815], [-1.094, -0.142, -0.351], [-0.489, 1.350, -1.430], [0.353, -0.248, -0.745], [-0.799, 0.445, 0.761], [0.525, 0.699, 0.367], [0.175, -0.403, 0.604], [0.296, 0.396, -0.818], [0.164, -0.073, -0.029], [-0.134, 0.265, -0.012], [0.021, -0.160, 0.038], [-0.042, 0.050, 0.297], [-0.165, -0.319, -0.161], [-0.533, -0.008, -0.080], [-0.205, -0.215, 0.005], [-0.449, -0.200, -0.622], [-0.237, 0.033, -0.309], [0.280, -0.333, 0.268], [-0.778, 0.258, 0.153], [-0.142, -0.042, 0.098], [0.150, 0.266, 0.157], [-0.015, -0.524, 0.514], [0.218, 0.211, -0.267]]
}